--- A ---
C3H14N2O2 | ωB97M-V/def2-TZVPD

Calculated values
Orbital gap in eV: 9.92
Structure (SMILES): C[C@H](N)CN.O.O
LUMO energy in eV: 0.600
Net charge: 0

Bonds (Å) are listed after each position.
CARTESIAN COORDINATES (ANGSTROEM)
1 C 1.77351 -0.65876 0.15000  C2 1.522, H6 1.104, H7 1.094, H8 1.093
2 C 0.34802 -0.13561 0.26053  C1 1.522, N3 1.462, C4 1.523, H9 1.099
3 N 0.05263 0.10216 1.67257  C2 1.462, H10 1.008, H11 1.010
4 C -0.54636 -1.22699 -0.31178  C2 1.523, N5 1.481, H12 1.091, H13 1.099
5 N -1.97421 -0.84611 -0.21761  C4 1.481, H14 1.001, H15 1.001
6 H 2.10189 -0.70023 -0.90300  C1 1.104
7 H 2.53481 0.00020 0.57656  C1 1.094
8 H 1.83685 -1.66608 0.56853  C1 1.093
9 H 0.19377 0.77997 -0.32748  C2 1.099
10 H 0.73837 -0.30711 2.28828  N3 1.008
11 H 0.09381 1.06803 1.96456  N3 1.010
12 H -0.46046 -2.14632 0.26864  C4 1.091
13 H -0.26723 -1.40742 -1.35945  C4 1.099
14 H -2.07872 -0.02965 0.35259  N5 1.001
15 H -2.57528 -1.58931 0.08113  N5 1.001
16 O 2.50902 2.85362 1.76783  H17 0.967, H18 0.968
17 H 2.94519 3.71110 1.67054  O16 0.967
18 H 2.40473 2.53517 0.85959  O16 0.968
19 O -2.31009 -0.62944 -3.17816  H20 0.970, H21 0.954
20 H -2.17050 -0.59459 -2.21840  O19 0.970
21 H -3.00687 -0.05114 -3.47713  O19 0.954

--- B ---
C3H14N2O2 | ωB97M-V/def2-TZVPD

Calculated values
Orbital gap in eV: 9.69
Structure (SMILES): CCNCN.O.O
LUMO energy in eV: 0.611
Net charge: 0

Bonds (Å) are listed after each position.
CARTESIAN COORDINATES (ANGSTROEM)
1 C -1.53646 -0.41303 -1.41163  C2 1.578, H6 1.088, H7 1.087, H8 1.080
2 C -1.07540 0.60360 -0.29588  C1 1.578, N3 1.445, H9 1.100, H10 1.087
3 N 0.04440 0.05269 0.43313  C2 1.445, C4 1.481, H11 1.019
4 C 0.60607 0.99782 1.42580  N3 1.481, N5 1.451, H12 1.091, H13 1.094
5 N 1.93239 0.64473 1.89777  C4 1.451, H14 1.017, H15 1.021
6 H -1.05097 -1.35613 -1.16863  C1 1.088
7 H -2.60358 -0.61025 -1.34836  C1 1.087
8 H -1.21915 -0.00281 -2.35885  C1 1.080
9 H -1.95715 0.75827 0.34267  C2 1.100
10 H -0.87238 1.53563 -0.81643  C2 1.087
11 H -0.33328 -0.68288 1.02909  N3 1.019
12 H 0.66486 1.97747 0.94872  C4 1.091
13 H -0.11521 1.10436 2.24167  C4 1.094
14 H 2.51850 0.58006 1.06937  N5 1.017
15 H 1.85028 -0.33005 2.18864  N5 1.021
16 O 0.02487 -2.81372 2.04901  H17 0.981, H18 0.978
17 H 0.61797 -3.08555 1.31642  O16 0.981
18 H 0.65833 -2.81719 2.79405  O16 0.978
19 O 0.82814 1.60849 -3.43901  H20 0.960, H21 0.958
20 H 1.08444 0.75006 -3.78336  O19 0.960
21 H -0.06667 1.49843 -3.11419  O19 0.958

Most stable structure among those shown: A. Next: +12.1 kcal/mol.